{"formula": "C5H14N2", "method": "ωB97M-V with the def2-TZVPD basis set", "s2": 0.750, "total_charge": -1, "homo_energy_ev": [1.5, -4.8], "multiplicity": 2, "e_lumo_ev": [3.866, 3.756], "relative_energy_kj_mol": 78.9, "symbols": ["C", "C", "C", "C", "N", "C", "N", "H", "H", "H", "H", "H", "H", "H", "H", "H", "H", "H", "H", "H", "H"], "coordinates": [[-0.0398, 0.6172, -0.1645], [-1.3264, -0.1168, -0.6571], [-1.4635, -1.4958, 0.0202], [-2.4993, 0.7281, -0.1126], [1.1189, -0.1499, -0.5387], [2.4503, 0.4428, -0.1828], [3.0127, -0.2878, 0.9288], [0.0174, 1.6061, -0.6590], [-0.1554, 0.9708, 0.8747], [-1.2609, -0.0789, -1.7391], [-0.5911, -1.7788, 0.6151], [-2.2916, -1.5636, 0.7143], [-1.6057, -2.2617, -0.7456], [-2.5559, 0.7198, 0.9731], [-3.4694, 0.3511, -0.4639], [-2.4301, 1.7804, -0.4037], [1.1087, -1.0598, -0.1310], [2.3399, 1.5189, -0.0680], [3.0061, 0.2027, -1.0955], [2.6153, 0.0360, 1.8138], [4.0197, -0.1808, 1.0215]], "forces_ev_per_a": [[-0.6816, 0.5212, -0.7467], [0.1915, 1.5418, 2.5481], [0.5346, -0.4515, -0.9103], [-0.4483, 0.1965, -0.8468], [0.6296, 1.2623, 0.2712], [-0.9285, -1.4072, -1.1918], [-0.0255, -0.0700, 0.5110], [-0.0438, -0.4412, -0.2961], [0.2310, -0.7919, 0.3383], [-0.3109, -0.5592, -0.1327], [0.0523, 0.0740, -0.1751], [-0.3363, 0.1901, -0.0138], [-0.0034, -0.2318, 0.1391], [0.2845, -0.1712, 0.1450], [0.0903, 0.0149, -0.0465], [0.0435, 0.0011, -0.1444], [-0.0468, -0.5378, 0.3074], [-0.0039, 0.1246, 0.1429], [0.6872, 0.4729, 0.4254], [-0.0144, 0.0683, -0.0940], [0.0988, 0.1942, -0.2301]]}

{"formula": "C5H14N2", "method": "ωB97M-V with the def2-TZVPD basis set", "homo_energy_ev": -8.9, "e_lumo_ev": 1.106, "relative_energy_kj_mol": 60.4, "symbols": ["C", "C", "C", "C", "N", "C", "N", "H", "H", "H", "H", "H", "H", "H", "H", "H", "H", "H", "H", "H", "H"], "coordinates": [[-0.0788, 0.7356, 0.3862], [1.0366, -0.1371, -0.1876], [2.0898, -0.4445, 0.8681], [1.6405, 0.4656, -1.4747], [-1.3079, 0.6516, -0.3920], [-2.4372, 0.0317, 0.3049], [-2.3823, -1.4084, 0.3877], [0.2539, 1.7756, 0.4590], [-0.2866, 0.3934, 1.4040], [0.6002, -1.0925, -0.4876], [1.6858, -1.0954, 1.6580], [2.3902, 0.4408, 1.4197], [2.9833, -0.9338, 0.5036], [1.5342, 1.5515, -1.4785], [2.6972, 0.2406, -1.5339], [1.0620, 0.1520, -2.3364], [-1.5957, 1.5515, -0.7535], [-2.5058, 0.4126, 1.3278], [-3.3298, 0.3055, -0.2523], [-1.4728, -1.7458, 0.6784], [-2.5769, -1.8507, -0.5011]], "forces_ev_per_a": [[-0.1151, -0.3386, -0.0793], [0.4603, -0.1492, -0.4053], [-0.3748, -0.0597, 0.9111], [-0.6398, 0.4668, 0.6124], [-0.3242, 0.1536, -0.2295], [0.4695, -0.0164, -0.3038], [-0.1128, -0.3813, 0.0249], [0.1272, -0.0468, 0.0206], [-0.0149, 0.0432, 0.2058], [-0.2010, -0.0171, 0.1058], [-0.0790, -0.0030, -0.2638], [0.2348, 0.4189, -0.1185], [0.1469, -0.0493, -0.3536], [0.1903, 0.1634, 0.1875], [0.1344, -0.2288, -0.4145], [0.2584, -0.3061, -0.2618], [0.1243, -0.0436, 0.0604], [-0.1298, 0.0780, 0.1097], [-0.1799, 0.0197, 0.1497], [-0.0180, 0.1371, 0.1479], [0.0430, 0.1592, -0.1058]]}

{"formula": "C5H14N2", "method": "ωB97M-V with the def2-TZVPD basis set", "homo_energy_ev": -7.9, "e_lumo_ev": 0.527, "relative_energy_kj_mol": 374.8, "symbols": ["C", "N", "C", "C", "C", "N", "C", "H", "H", "H", "H", "H", "H", "H", "H", "H", "H", "H", "H", "H", "H"], "coordinates": [[3.1610, 1.6989, -0.6216], [0.4447, -0.0227, 1.1881], [-0.7685, 0.1978, 0.6956], [-1.1671, -0.4754, -0.6155], [-0.5353, -1.8426, -0.8361], [-0.8837, -2.8888, 0.1120], [-1.6832, 1.2085, 1.3164], [2.6209, 1.2545, 0.2080], [2.5034, 1.9241, -1.4753], [3.5459, 2.6612, -0.2907], [3.8742, 1.0759, -1.1438], [0.4730, 0.8441, 0.4702], [-0.9446, 0.1181, -1.5131], [-2.2632, -0.5204, -0.6517], [0.5499, -1.7518, -0.8463], [-0.8892, -2.1862, -1.8089], [-0.4108, -2.7863, 1.0005], [-1.8787, -2.9211, 0.2884], [-2.5165, 0.6691, 1.7794], [-1.1921, 1.7655, 2.1120], [-2.0401, 1.9776, 0.6325]], "forces_ev_per_a": [[-0.7139, 0.7599, -1.0151], [-1.1791, 0.5386, -0.7737], [1.7508, 0.0750, -0.4631], [-1.1054, -0.2042, 0.1494], [-0.2823, -0.3168, 0.0753], [0.0058, -0.0220, 0.2258], [-0.4327, 0.2946, 0.5346], [0.1360, -0.4401, -0.1799], [-0.4460, 0.0999, 0.5245], [0.4350, -0.1418, -0.0688], [0.6121, -0.2856, 0.7468], [1.0364, -0.1310, 0.6632], [0.2904, 0.4487, 0.4774], [-0.0544, -0.3092, 0.0331], [-0.0639, 0.0433, -0.1047], [0.2574, 0.0256, -0.1987], [0.0543, 0.1633, -0.0374], [-0.0593, -0.0274, -0.0175], [-0.1783, 0.1493, -0.2486], [0.3083, -0.3544, 0.0687], [-0.3711, -0.3657, -0.3911]]}

{"formula": "C5H14N2", "method": "ωB97M-V with the def2-TZVPD basis set", "homo_energy_ev": -9.0, "e_lumo_ev": 1.074, "relative_energy_kj_mol": 96.4, "symbols": ["N", "C", "C", "N", "C", "C", "C", "H", "H", "H", "H", "H", "H", "H", "H", "H", "H", "H", "H", "H", "H"], "coordinates": [[2.2255, -1.5417, 1.3730], [2.1256, -0.0808, 1.2788], [1.3481, 0.3475, 0.0339], [-0.0656, -0.1462, 0.1609], [-1.0391, 0.2358, -2.0414], [-1.0737, 0.5948, -0.5622], [-2.4022, 0.1480, 0.0682], [1.8007, -1.8965, 2.2240], [1.5831, -1.9375, 0.6868], [3.1218, 0.3505, 1.2340], [1.6546, 0.3379, 2.1809], [1.3168, 1.4291, -0.0615], [1.8703, -0.2546, -0.7142], [-0.1334, -0.0164, 1.1648], [-0.1351, 0.6735, -2.4792], [-1.7796, 0.8429, -2.5620], [-1.1401, -0.8366, -2.1707], [-1.0649, 1.6851, -0.4854], [-2.4477, 0.3570, 1.1386], [-2.4816, -0.9250, -0.1116], [-3.2836, 0.6331, -0.3555]], "forces_ev_per_a": [[-0.6677, -0.4535, -0.2026], [-0.3666, 0.3519, 0.4579], [-0.5330, -1.4397, 0.4405], [2.0406, 0.5296, 0.6156], [0.4094, 1.3897, 0.1939], [-1.4247, -0.5815, 0.2323], [-0.1446, -0.0450, -0.3430], [0.3543, 0.2840, 0.2399], [0.2765, 0.0711, -0.1934], [0.1898, 0.0767, -0.0621], [0.0163, 0.0067, -0.0541], [0.5962, 0.1543, -0.4875], [-0.1655, 0.8726, -0.8547], [-1.1971, -0.1375, 0.0469], [0.3493, -0.7436, 0.0395], [-0.5943, -0.5101, 0.0015], [0.0382, 0.0045, -0.3355], [0.6480, 0.2956, 0.2249], [0.2176, -0.1324, 0.0458], [-0.1960, -0.0495, 0.2516], [0.1533, 0.0559, -0.2575]]}